Run 1
Below is the molecule C5H11N, with properties calculated with ωB97M-V/def2-TZVPD.

Summary:
Net charge   0
HOMO energy   -7.74 eV
E_LUMO   0.0390 Ha

Atoms and positions in Å:
C: 0.007 -1.661 -1.061
N: -0.685 -0.861 1.737
C: -0.187 0.066 0.778
C: 0.086 -0.257 -0.493
C: 0.679 0.759 -1.462
C: -0.021 1.478 1.285
H: -0.192 -1.584 -2.128
H: 0.968 -2.163 -0.934
H: -0.784 -2.198 -0.550
H: -1.076 -1.690 1.287
H: -1.421 -0.399 2.275
H: 1.053 1.664 -0.996
H: 1.503 0.298 -2.006
H: -0.103 1.049 -2.169
H: -0.538 2.259 0.751
H: 1.050 1.684 1.352
H: -0.338 1.554 2.333

Atomic partial charges in e from the natural (NBO) method, atoms 1 to 2: number 1, C, carries -0.6282; number 2, N, carries -0.8147



Run 2
Below is a cluster of 3 separate species, C5H11N in total, with properties calculated with ωB97M-V/def2-TZVPD.

Summary:
Net charge   0
HOMO energy   -9.40 eV
E_LUMO   0.0273 Ha

Atoms and positions in Å:
C: 1.711 -1.150 -0.070
C: 0.906 0.137 -0.081
N: 1.534 1.200 -0.505
H: 0.985 2.005 -0.815
H: 0.712 0.281 1.740
H: 2.787 -0.925 -0.012
H: 1.445 -1.767 0.804
H: 1.525 -1.720 -0.995
C: -1.457 1.291 -0.210
C: -0.616 0.042 0.014
C: -1.243 -1.157 -0.189
H: -0.182 0.232 1.738
H: -2.369 1.231 0.406
H: -1.749 1.374 -1.269
H: -0.955 2.220 0.090
H: -2.325 -1.223 -0.231
H: -0.708 -2.070 -0.413

Atomic partial charges in e from the natural (NBO) method, atoms 1 to 2: number 1, C, carries -0.6736; number 2, C, carries 0.2650



The most stable arrangement is run 1, and the next structure is 293.6 kJ/mol less stable.



Run 1
Below is the molecule C3H11N3, with properties calculated with ωB97M-V/def2-TZVPD.

Summary:
Net charge   0
HOMO energy   -8.62 eV
E_LUMO   0.0366 Ha

Atoms and positions in Å:
C: -0.345 0.135 0.030
C: 1.006 -0.061 0.690
C: -0.285 0.423 -1.462
N: -1.211 -0.962 0.297
N: -0.862 1.453 0.760
N: 1.664 -1.339 0.137
H: -1.331 -1.123 1.290
H: -2.118 -0.836 -0.135
H: -0.871 1.352 1.771
H: -0.323 2.275 0.510
H: 1.898 -1.221 -0.844
H: 1.012 -2.115 0.207
H: 1.694 0.752 0.460
H: 0.911 -0.225 1.765
H: -0.169 -0.503 -2.018
H: 0.544 1.086 -1.700
H: -1.212 0.910 -1.758

Atomic partial charges in e from the natural (NBO) method, atoms 1 to 2: number 1, C, carries 0.2613; number 2, C, carries -0.2311



Run 2
Below is the molecule C3H11N3, with properties calculated with ωB97M-V/def2-TZVPD.

Summary:
Net charge   0
HOMO energy   -8.57 eV
E_LUMO   0.0410 Ha

Atoms and positions in Å:
C: -0.264 -0.302 0.961
N: 0.140 -0.206 -0.444
C: 1.039 -1.233 -0.848
N: 1.393 -1.113 -2.317
C: -0.714 1.012 1.587
N: -1.494 1.962 0.779
H: -1.047 -1.111 1.091
H: 0.513 -0.800 1.549
H: -0.559 0.318 -0.926
H: 1.922 -1.295 -0.206
H: 0.515 -2.194 -0.891
H: 0.845 -1.788 -2.832
H: 1.008 -0.195 -2.522
H: 0.281 1.460 1.791
H: -1.193 0.862 2.567
H: -1.022 2.856 0.867
H: -1.363 1.766 -0.208

Atomic partial charges in e from the natural (NBO) method, atoms 1 to 2: number 1, C, carries -0.2195; number 2, N, carries -0.6846



Run 3
Below is a cluster of 2 separate species, C3H11N3 in total, with properties calculated with ωB97M-V/def2-TZVPD.

Summary:
Net charge   0
HOMO energy   -9.61 eV
E_LUMO   0.0364 Ha

Atoms and positions in Å:
C: 2.216 -1.046 0.260
C: 1.704 0.355 -0.192
C: 0.422 0.268 -1.106
N: -4.210 0.607 -0.321
N: -2.683 0.119 1.063
N: -3.198 -0.127 -0.132
H: 1.947 -1.701 -0.537
H: 3.228 -1.127 0.706
H: 1.707 -1.423 1.180
H: 2.483 1.061 -0.606
H: 1.418 0.909 0.709
H: 0.575 -0.223 -2.046
H: -0.163 -0.342 -0.361
H: -0.004 1.345 -1.211
H: -4.533 0.576 -1.267
H: -1.989 -0.508 1.454
H: -3.359 0.640 1.594

Atomic partial charges in e from the natural (NBO) method, atoms 1 to 2: number 1, C, carries -0.6311; number 2, C, carries -0.3985



The most stable arrangement is run 1, and the next structure is 129.7 kJ/mol less stable.